Entry from OMol25: a structure of composition C41H60N7O3S2Tc in a non-equilibrium geometry (ωB97M-V/def2-TZVPD).

Geometry (Å):
Tc (-1.847, 0.776, -0.062)
C (-2.832, 1.446, -2.807)
N (-1.934, 2.370, -2.077)
C (-2.673, 3.633, -1.884)
C (-0.737, 2.653, -2.904)
C (0.559, 2.289, -2.226)
N (0.544, 0.921, -1.738)
C (1.796, 0.632, -1.048)
C (2.046, 1.421, 0.197)
C (3.258, 2.060, 0.375)
C (3.613, 2.611, 1.599)
C (2.728, 2.403, 2.650)
C (1.497, 1.758, 2.528)
C (1.094, 1.354, 1.231)
O (-0.130, 0.879, 0.948)
C (0.706, 1.395, 3.793)
C (0.595, -0.138, 3.836)
C (-0.694, 2.007, 3.778)
C (1.393, 1.849, 5.084)
C (4.942, 3.344, 1.762)
C (6.095, 2.412, 1.362)
C (4.940, 4.579, 0.848)
C (5.180, 3.805, 3.201)
C (0.396, -0.046, -2.823)
C (0.184, -1.471, -2.373)
C (1.039, -2.457, -2.819)
C (0.779, -3.809, -2.596)
C (-0.433, -4.117, -2.003)
C (-1.361, -3.166, -1.568)
C (-0.985, -1.815, -1.658)
O (-1.751, -0.854, -1.127)
C (-2.752, -3.687, -1.156)
C (-2.677, -4.677, 0.020)
C (-3.769, -2.600, -0.798)
C (-3.321, -4.432, -2.385)
C (1.752, -4.873, -3.097)
C (3.176, -4.544, -2.630)
C (1.706, -4.882, -4.634)
C (1.390, -6.271, -2.591)
H (-2.981, 1.800, -3.831)
H (-3.797, 1.396, -2.314)
H (-2.420, 0.440, -2.823)
H (-3.068, 3.990, -2.842)
H (-2.017, 4.394, -1.480)
H (-3.506, 3.479, -1.204)
H (-0.706, 3.715, -3.160)
H (-0.805, 2.111, -3.847)
H (0.745, 2.945, -1.369)
H (1.376, 2.451, -2.949)
H (2.638, 0.770, -1.744)
H (1.775, -0.427, -0.774)
H (3.945, 2.099, -0.464)
H (3.016, 2.750, 3.628)
H (0.129, -0.517, 2.926)
H (0.002, -0.455, 4.698)
H (1.588, -0.584, 3.920)
H (-1.224, 1.673, 2.898)
H (-0.636, 3.100, 3.765)
H (-1.252, 1.706, 4.668)
H (2.378, 1.397, 5.203)
H (0.780, 1.537, 5.932)
H (1.494, 2.935, 5.130)
H (6.044, 2.132, 0.309)
H (6.073, 1.499, 1.959)
H (7.054, 2.906, 1.528)
H (4.848, 4.294, -0.201)
H (5.867, 5.143, 0.968)
H (4.103, 5.235, 1.098)
H (5.222, 2.959, 3.889)
H (4.404, 4.495, 3.538)
H (6.136, 4.326, 3.257)
H (1.278, -0.020, -3.482)
H (-0.463, 0.236, -3.427)
H (1.925, -2.158, -3.368)
H (-0.695, -5.158, -1.882)
H (-2.655, -4.152, 0.976)
H (-1.802, -5.325, -0.041)
H (-3.565, -5.312, 0.017)
H (-3.465, -2.008, 0.065)
H (-4.721, -3.080, -0.560)
H (-3.935, -1.914, -1.629)
H (-2.780, -5.356, -2.588)
H (-3.270, -3.803, -3.275)
H (-4.367, -4.690, -2.206)
H (3.539, -3.608, -3.056)
H (3.861, -5.334, -2.941)
H (3.219, -4.461, -1.542)
H (2.008, -3.917, -5.044)
H (0.695, -5.099, -4.983)
H (2.379, -5.645, -5.031)
H (1.333, -6.299, -1.501)
H (2.156, -6.979, -2.907)
H (0.439, -6.615, -3.002)
N (-1.332, 4.361, 0.864)
C (-2.323, 3.655, 1.452)
N (-2.481, 2.364, 1.328)
C (-3.450, 1.879, 2.210)
C (-4.117, 2.829, 2.887)
S (-3.486, 4.391, 2.502)
C (-3.399, 0.436, 2.431)
C (-3.904, -0.307, 3.431)
S (-3.205, -1.892, 3.416)
C (-2.228, -1.459, 2.056)
N (-2.474, -0.236, 1.637)
N (-1.344, -2.282, 1.496)
H (-0.523, 3.839, 0.563)
H (-1.170, 5.302, 1.181)
H (-4.899, 2.712, 3.618)
H (-4.605, -0.018, 4.195)
H (-1.160, -3.190, 1.884)
H (-0.876, -2.004, 0.646)
O (-6.121, 0.521, -0.172)
C (-4.956, 0.612, -0.294)
N (-3.779, 0.731, -0.444)

charge: +1
total energy: -83930.043 eV
LUMO level (alpha / beta): -2.9 / -3.9 eV
orbital gap (alpha / beta): 7.2 / 6.2 eV
<S²>: 3.772
spin multiplicity: 4
relative energy (zero: lowest compared OMol25 entry of this formula, charge and spin): 0.0 kcal/mol

---

Entry from OMol25: a cluster of 3 separate species, C41H62Br2N2O4PS in total in a non-equilibrium geometry (ωB97M-V/def2-TZVPD).

Geometry (Å):
C (-2.359, -0.173, -4.731)
C (-1.943, 0.864, -3.632)
Br (-3.053, 2.453, -4.098)
C (-0.381, 1.119, -3.722)
Br (-0.207, 2.976, -4.472)
P (0.719, 1.123, -2.118)
C (2.071, -0.086, -2.784)
C (2.423, -0.188, -4.315)
C (2.757, 1.121, -5.080)
S (1.879, 1.160, -6.711)
C (1.751, 1.236, -0.468)
C (2.438, 0.006, 0.150)
C (2.652, 0.108, 1.704)
C (3.156, 1.506, 2.164)
C (2.111, 2.532, 2.679)
C (0.952, 1.962, 3.531)
C (0.386, 2.954, 4.582)
C (-0.955, 3.594, 4.166)
C (-2.090, 2.595, 3.906)
C (-2.645, 1.895, 5.188)
C (-2.396, 0.352, 5.169)
C (-3.697, -0.485, 5.229)
N (-3.610, -1.707, 4.461)
C (-2.741, -2.743, 4.622)
C (-2.971, -3.744, 3.727)
C (-4.085, -3.282, 2.905)
C (-4.420, -2.069, 3.419)
C (-0.330, 2.564, -1.347)
C (-1.643, 2.590, -0.899)
C (-2.274, 3.707, -0.343)
C (-1.594, 4.892, -0.180)
C (-0.248, 4.899, -0.589)
C (0.340, 3.795, -1.157)
C (-0.304, -0.307, -1.294)
C (-0.569, -1.499, -2.010)
C (-1.272, -2.534, -1.430)
N (-1.816, -2.599, -0.208)
C (-1.543, -1.466, 0.454)
C (-0.820, -0.360, 0.020)
H (-2.289, 0.371, -5.686)
H (-1.583, -0.956, -4.794)
H (-3.357, -0.586, -4.556)
H (-2.367, 0.479, -2.705)
H (-0.082, 0.513, -4.584)
H (1.544, 2.176, -2.682)
H (3.035, 0.321, -2.423)
H (2.034, -1.115, -2.393)
H (1.681, -0.822, -4.833)
H (3.341, -0.797, -4.367)
H (3.816, 1.089, -5.384)
H (2.624, 2.050, -4.518)
H (1.256, -0.035, -6.801)
H (1.140, 1.693, 0.329)
H (2.531, 1.995, -0.672)
H (2.016, -0.990, -0.047)
H (3.470, -0.045, -0.242)
H (3.476, -0.601, 1.915)
H (1.774, -0.293, 2.231)
H (3.939, 1.346, 2.926)
H (3.674, 1.960, 1.301)
H (2.665, 3.239, 3.327)
H (1.716, 3.099, 1.824)
H (1.313, 1.023, 3.986)
H (0.170, 1.637, 2.824)
H (1.153, 3.725, 4.763)
H (0.239, 2.388, 5.519)
H (-0.849, 4.234, 3.276)
H (-1.283, 4.244, 4.999)
H (-2.927, 3.168, 3.470)
H (-1.854, 1.813, 3.173)
H (-2.287, 2.371, 6.112)
H (-3.742, 2.017, 5.174)
H (-1.827, 0.124, 6.085)
H (-1.817, 0.041, 4.288)
H (-4.601, 0.055, 4.919)
H (-3.862, -0.768, 6.284)
H (-1.942, -2.803, 5.360)
H (-2.454, -4.692, 3.628)
H (-4.558, -3.794, 2.070)
H (-5.244, -1.480, 3.020)
H (-2.238, 1.676, -0.956)
H (-3.319, 3.613, -0.032)
H (-2.085, 5.766, 0.246)
H (0.312, 5.826, -0.429)
H (1.393, 3.902, -1.438)
H (-0.200, -1.608, -3.032)
H (-1.401, -3.443, -2.042)
H (-1.954, -1.419, 1.476)
H (-0.686, 0.494, 0.684)
O (5.057, -1.371, -2.855)
C (5.887, -0.623, -2.432)
O (5.624, 0.350, -1.523)
C (6.796, 1.145, -1.302)
C (7.962, 0.264, -1.721)
C (7.347, -0.569, -2.839)
H (6.720, 2.051, -1.909)
H (6.847, 1.429, -0.253)
H (8.842, 0.830, -2.023)
H (8.250, -0.387, -0.894)
H (7.425, -0.074, -3.809)
H (7.774, -1.567, -2.887)
O (-5.362, -5.026, 0.891)
C (-4.721, -5.604, 0.063)
O (-4.357, -6.908, 0.173)
C (-3.503, -7.265, -0.925)
C (-3.807, -6.252, -2.016)
C (-4.159, -5.009, -1.207)
H (-2.465, -7.213, -0.588)
H (-3.721, -8.286, -1.236)
H (-2.981, -6.108, -2.712)
H (-4.677, -6.575, -2.591)
H (-3.277, -4.417, -0.957)
H (-4.900, -4.392, -1.708)

charge: -1
total energy: -214899.399 eV
LUMO level: 2.2 eV
orbital gap: 6.9 eV

---

Entry from OMol25: a cluster of 11 separate species, C41H62N4O11 in total in a non-equilibrium geometry (ωB97M-V/def2-TZVPD).

Geometry (Å):
C (2.173, -5.130, -1.280)
C (2.389, -6.479, -0.865)
C (2.167, -6.536, 0.475)
N (1.807, -5.273, 0.889)
C (1.865, -4.402, -0.171)
H (2.198, -4.768, -2.294)
H (2.584, -7.283, -1.554)
H (2.225, -7.328, 1.202)
H (1.729, -4.961, 1.840)
H (1.653, -3.361, 0.006)
C (2.591, 3.715, 2.598)
C (3.677, 3.136, 3.286)
C (3.294, 1.881, 3.700)
N (1.985, 1.734, 3.357)
C (1.534, 2.836, 2.695)
H (2.475, 4.601, 1.993)
H (4.688, 3.510, 3.335)
H (3.848, 1.132, 4.234)
H (1.438, 0.916, 3.573)
H (0.550, 2.861, 2.257)
C (0.258, 3.537, -2.147)
C (0.507, 3.326, -0.764)
C (1.705, 2.658, -0.678)
N (2.223, 2.545, -1.936)
C (1.329, 3.035, -2.847)
H (-0.533, 4.090, -2.631)
H (-0.109, 3.641, 0.064)
H (2.268, 2.270, 0.153)
H (3.084, 2.065, -2.139)
H (1.599, 3.059, -3.889)
C (-4.879, -0.004, 2.143)
C (-4.608, 1.373, 2.356)
C (-5.787, 2.067, 2.269)
N (-6.769, 1.143, 1.981)
C (-6.233, -0.116, 1.942)
H (-4.135, -0.782, 2.099)
H (-3.639, 1.817, 2.528)
H (-6.058, 3.105, 2.345)
H (-7.755, 1.327, 1.948)
H (-6.877, -0.959, 1.760)
O (5.128, 1.153, -4.029)
C (4.698, 0.113, -3.649)
C (5.177, -1.287, -3.936)
C (4.389, -2.170, -2.957)
C (3.182, -1.295, -2.652)
O (3.632, 0.057, -2.802)
H (4.885, -1.469, -4.980)
H (6.259, -1.361, -3.926)
H (4.133, -3.136, -3.381)
H (5.011, -2.313, -2.072)
H (2.392, -1.525, -3.376)
H (2.771, -1.392, -1.651)
O (-3.416, -1.028, -5.770)
C (-2.493, -0.700, -5.084)
C (-2.276, -0.993, -3.609)
C (-0.788, -0.777, -3.445)
C (-0.493, 0.260, -4.517)
O (-1.424, -0.040, -5.578)
H (-2.858, -0.292, -3.011)
H (-2.584, -2.007, -3.371)
H (-0.451, -0.397, -2.479)
H (-0.178, -1.667, -3.624)
H (-0.633, 1.300, -4.206)
H (0.493, 0.267, -4.986)
O (4.373, -1.617, 0.681)
C (4.565, -2.130, 1.743)
C (4.881, -3.581, 2.056)
C (5.199, -3.565, 3.551)
C (4.364, -2.370, 4.000)
O (4.408, -1.445, 2.912)
H (3.950, -4.129, 1.880)
H (5.624, -3.959, 1.361)
H (4.905, -4.473, 4.072)
H (6.269, -3.389, 3.662)
H (3.319, -2.646, 4.167)
H (4.765, -1.922, 4.906)
O (-4.908, 2.684, -4.292)
C (-4.688, 2.786, -3.125)
C (-4.897, 4.014, -2.249)
C (-4.104, 3.702, -0.970)
C (-3.722, 2.219, -1.123)
O (-4.067, 1.798, -2.427)
H (-4.522, 4.870, -2.799)
H (-5.959, 4.108, -2.031)
H (-3.250, 4.369, -0.855)
H (-4.695, 3.833, -0.063)
H (-2.683, 2.099, -0.799)
H (-4.218, 1.625, -0.347)
C (-1.139, 5.623, 3.443)
C (-2.130, 4.717, 2.757)
C (-3.596, 5.085, 2.911)
O (-1.755, 3.794, 2.066)
H (-1.311, 6.669, 3.194)
H (-0.122, 5.353, 3.146)
H (-1.110, 5.482, 4.527)
H (-4.186, 4.795, 2.050)
H (-3.583, 6.165, 3.071)
H (-4.008, 4.668, 3.832)
C (1.315, -0.611, 1.066)
C (-0.081, -0.417, 1.551)
C (-1.023, 0.246, 0.595)
O (-0.420, -0.756, 2.670)
H (1.989, -0.903, 1.873)
H (1.718, 0.316, 0.659)
H (1.426, -1.360, 0.280)
H (-0.808, -0.021, -0.439)
H (-0.941, 1.328, 0.728)
H (-2.045, -0.079, 0.778)
C (-2.625, -4.218, 1.218)
C (-2.070, -3.633, -0.058)
C (-1.396, -4.560, -1.027)
O (-2.116, -2.441, -0.261)
H (-3.117, -3.435, 1.788)
H (-1.776, -4.561, 1.822)
H (-3.248, -5.096, 1.048)
H (-2.154, -4.980, -1.700)
H (-0.857, -5.377, -0.555)
H (-0.757, -3.975, -1.688)

SMILES string: c1cc[nH]c1.c1cc[nH]c1.c1cc[nH]c1.c1cc[nH]c1.O=C1CCCO1.O=C1CCCO1.O=C1CCCO1.O=C1CCCO1.CC(C)=O.CC(C)=O.CC(C)=O
total energy: -72005.496 eV
LUMO level: 0.1 eV
orbital gap: 8.0 eV
relative energy (zero: lowest compared OMol25 entry of this formula, charge and spin): 0.0 kcal/mol

---

Entry from OMol25: a structure of composition C41H63KN6OPS in a non-equilibrium geometry (ωB97M-V/def2-TZVPD).

Geometry (Å):
K (-0.298, -0.168, 0.114)
C (-2.530, 2.348, 0.301)
N (-2.166, 1.295, 1.249)
C (-3.259, 0.341, 1.422)
C (-3.593, -0.563, 0.243)
C (-4.689, -1.416, 0.385)
C (-5.020, -2.265, -0.650)
C (-4.261, -2.233, -1.811)
C (-3.198, -1.351, -1.865)
N (-2.862, -0.535, -0.864)
C (-1.744, 1.844, 2.538)
C (-0.272, 2.208, 2.675)
C (0.106, 3.163, 3.614)
C (1.449, 3.430, 3.800)
C (2.381, 2.749, 3.031)
C (1.913, 1.823, 2.116)
N (0.623, 1.535, 1.959)
C (-1.384, 3.275, -0.026)
C (-1.458, 4.632, 0.251)
C (-0.388, 5.445, -0.091)
C (0.715, 4.873, -0.694)
C (0.699, 3.503, -0.932)
N (-0.317, 2.717, -0.610)
H (-3.389, 2.924, 0.681)
H (-2.847, 1.865, -0.624)
H (-4.192, 0.856, 1.710)
H (-2.988, -0.320, 2.245)
H (-5.266, -1.401, 1.299)
H (-5.863, -2.937, -0.559)
H (-4.482, -2.869, -2.656)
H (-2.581, -1.283, -2.754)
H (-1.954, 1.095, 3.306)
H (-2.343, 2.729, 2.805)
H (-0.649, 3.690, 4.182)
H (1.766, 4.163, 4.529)
H (3.440, 2.935, 3.128)
H (2.602, 1.275, 1.483)
H (-2.341, 5.037, 0.726)
H (-0.416, 6.507, 0.114)
H (1.573, 5.463, -0.978)
H (1.547, 3.005, -1.389)
C (4.089, 0.799, -6.300)
C (4.239, 1.184, -4.842)
N (3.247, 0.545, -3.982)
C (3.480, -0.103, -2.824)
S (2.299, -0.108, -1.614)
N (4.647, -0.752, -2.643)
C (5.426, -1.422, -3.682)
C (6.902, -1.081, -3.628)
H (4.819, 1.330, -6.907)
H (3.098, 1.060, -6.672)
H (4.226, -0.270, -6.457)
H (4.122, 2.267, -4.727)
H (5.229, 0.946, -4.455)
H (2.321, 0.948, -4.000)
H (4.696, -1.170, -1.725)
H (4.986, -1.174, -4.648)
H (5.283, -2.500, -3.554)
H (7.080, -0.019, -3.791)
H (7.444, -1.639, -4.388)
H (7.329, -1.340, -2.660)
O (-0.895, -1.889, 1.579)
P (-0.358, -3.224, 2.043)
C (1.264, -2.958, 2.820)
C (2.109, -4.215, 3.154)
C (3.367, -4.293, 2.297)
C (4.275, -3.090, 2.537)
C (3.469, -1.781, 2.599)
C (2.076, -1.942, 2.002)
C (-0.160, -4.260, 0.556)
C (0.385, -5.701, 0.636)
C (0.037, -6.494, -0.632)
C (0.054, -5.587, -1.853)
C (-1.077, -4.553, -1.760)
C (-1.434, -4.239, -0.305)
C (-1.490, -3.915, 3.280)
C (-2.950, -3.668, 2.852)
C (-3.888, -4.499, 3.715)
C (-3.703, -5.994, 3.431)
C (-2.255, -6.314, 3.038)
C (-1.290, -5.373, 3.747)
H (1.007, -2.455, 3.762)
H (1.535, -5.135, 3.042)
H (2.398, -4.176, 4.207)
H (3.085, -4.338, 1.241)
H (3.903, -5.222, 2.503)
H (5.030, -3.038, 1.750)
H (4.824, -3.233, 3.471)
H (3.998, -0.981, 2.077)
H (3.365, -1.445, 3.635)
H (2.161, -2.249, 0.954)
H (1.563, -0.979, 1.997)
H (0.581, -3.661, 0.000)
H (-0.003, -6.230, 1.510)
H (1.470, -5.670, 0.753)
H (-0.951, -6.950, -0.529)
H (0.739, -7.322, -0.747)
H (-0.031, -6.162, -2.776)
H (1.025, -5.082, -1.903)
H (-1.966, -4.922, -2.277)
H (-0.784, -3.630, -2.270)
H (-2.137, -4.982, 0.081)
H (-1.934, -3.274, -0.232)
H (-1.302, -3.259, 4.143)
H (-3.098, -3.926, 1.800)
H (-3.168, -2.604, 2.926)
H (-4.926, -4.206, 3.545)
H (-3.686, -4.284, 4.768)
H (-4.377, -6.307, 2.630)
H (-3.987, -6.573, 4.311)
H (-2.132, -6.220, 1.955)
H (-2.012, -7.351, 3.274)
H (-0.255, -5.702, 3.642)
H (-1.494, -5.416, 4.821)

charge: +1
total energy: -90976.739 eV
LUMO level: -1.6 eV
orbital gap: 8.9 eV